Model 1:
The following is a quantum chemistry calculation of C27H54O27 as an isolated structure, from the Open Molecules 2025 dataset.

```
108
Properties=species:S:1:pos:R:3
C 5.15 -0.47 3.13
O 5.88 -0.62 1.94
C 5.39 -0.39 0.74
O 4.10 -0.35 0.58
O 6.29 -0.35 -0.31
C 5.82 -0.37 -1.60
H 5.52 -0.90 4.05
H 4.29 -0.90 3.05
H 4.80 0.63 3.28
H 5.24 0.57 -2.01
H 5.38 -1.46 -1.79
H 6.61 -0.20 -2.36
C 0.26 1.65 -4.67
O 1.38 1.54 -3.73
C 1.56 2.24 -2.75
O 0.70 2.97 -2.27
O 2.70 2.14 -1.94
C 3.08 3.00 -0.99
H -0.19 0.78 -5.06
H 0.59 2.42 -5.41
H -0.57 2.07 -4.28
H 3.30 3.99 -1.38
H 4.02 2.70 -0.39
H 2.26 2.99 -0.33
C 1.75 2.61 3.63
O 2.19 1.47 4.42
C 2.23 1.72 5.74
O 2.12 2.79 6.40
O 2.51 0.57 6.25
C 2.95 0.39 7.57
H 2.01 2.62 2.59
H 2.13 3.52 4.19
H 0.76 2.53 3.76
H 4.04 0.64 7.74
H 2.70 -0.90 7.91
H 2.21 0.86 8.09
C 3.85 -3.57 5.00
O 2.79 -3.28 4.10
C 1.79 -3.94 4.29
O 1.57 -4.68 5.29
O 1.07 -4.00 3.24
C -0.32 -4.42 3.16
H 4.68 -3.08 4.70
H 4.36 -4.61 4.90
H 3.80 -3.24 5.95
H -0.57 -5.57 3.27
H -0.76 -4.39 2.16
H -0.83 -3.90 3.88
C -2.13 4.27 -2.65
O -3.34 4.61 -3.26
C -3.59 4.53 -4.58
O -2.89 3.86 -5.36
O -4.84 5.08 -4.75
C -5.05 5.38 -6.18
H -1.92 4.96 -1.85
H -1.42 4.38 -3.39
H -1.93 3.20 -2.58
H -4.78 4.63 -6.94
H -4.51 6.24 -6.40
H -6.21 5.64 -6.36
C 2.20 -1.26 -1.85
O 1.14 -1.17 -2.76
C 0.86 -2.19 -3.57
O 1.54 -3.28 -3.46
O 0.00 -1.93 -4.62
C -0.40 -3.06 -5.31
H 1.89 -0.67 -1.07
H 2.95 -0.70 -2.50
H 2.56 -2.18 -1.51
H 0.42 -3.48 -5.91
H -1.13 -2.94 -6.18
H -0.97 -3.76 -4.65
C -6.41 2.04 -2.89
O -5.04 1.80 -2.89
C -4.34 0.95 -2.10
O -4.90 0.15 -1.30
O -2.97 0.89 -2.29
C -2.13 0.08 -1.42
H -6.62 2.91 -3.44
H -6.63 2.23 -1.99
H -6.91 1.05 -3.05
H -2.44 0.30 -0.40
H -1.14 0.65 -1.36
H -1.88 -0.92 -1.73
C 1.04 -1.13 2.14
O 0.85 -0.17 1.04
C 0.02 0.95 1.48
O -0.83 1.01 2.44
O -0.01 2.01 0.60
C -0.84 3.10 0.85
H 0.19 -1.83 2.33
H 1.40 -0.69 2.96
H 1.89 -1.84 1.78
H -1.81 2.98 0.66
H -0.47 3.75 0.11
H -0.62 3.43 1.84
C -2.96 -2.03 1.73
O -3.26 -3.08 0.71
C -4.27 -3.88 0.91
O -5.00 -3.94 1.90
O -4.53 -4.66 -0.15
C -5.34 -5.85 -0.02
H -3.92 -1.40 1.88
H -2.10 -1.51 1.32
H -2.66 -2.70 2.62
H -6.23 -5.93 0.64
H -4.54 -6.66 0.11
H -5.64 -6.05 -1.04
```

Output
* HOMO: -10.1632 eV
* multiplicity: 1
* frontier orbital gap: 10.549 eV
* molar mass: 810.70 u

***

Model 2:
The following is a quantum chemistry calculation of a 9-piece molecular cluster, C27H54O27 overall, from the Open Molecules 2025 dataset.

```
108
Properties=species:S:1:pos:R:3
C -15.35 -30.51 -16.21
O -15.70 -31.76 -15.63
C -15.19 -32.23 -14.51
O -14.34 -31.71 -13.82
O -15.85 -33.44 -14.21
C -15.48 -34.11 -13.03
H -15.38 -29.59 -15.63
H -15.86 -30.42 -17.17
H -14.30 -30.61 -16.48
H -15.61 -33.53 -12.12
H -14.41 -34.30 -12.99
H -15.98 -35.07 -12.97
C -19.16 -34.02 -14.54
O -18.99 -32.65 -14.85
C -19.22 -32.21 -16.08
O -19.85 -32.79 -16.95
O -18.83 -30.87 -16.10
C -19.23 -30.06 -17.20
H -18.46 -34.78 -14.90
H -20.17 -34.35 -14.76
H -19.07 -34.25 -13.48
H -19.08 -29.08 -16.74
H -20.27 -30.11 -17.52
H -18.49 -30.14 -18.00
C -16.42 -29.09 -22.05
O -17.25 -30.22 -21.91
C -17.28 -30.87 -20.79
O -16.80 -30.45 -19.73
O -17.97 -32.03 -21.01
C -17.98 -33.01 -20.03
H -16.44 -28.58 -23.01
H -15.39 -29.43 -21.89
H -16.59 -28.41 -21.22
H -17.21 -33.01 -19.25
H -18.07 -34.01 -20.44
H -18.83 -32.86 -19.36
C -13.78 -28.18 -19.06
O -13.98 -27.58 -20.36
C -13.10 -27.94 -21.37
O -12.40 -28.96 -21.37
O -13.35 -27.19 -22.44
C -12.76 -27.49 -23.72
H -13.24 -29.13 -18.97
H -14.72 -28.44 -18.58
H -13.22 -27.43 -18.50
H -13.12 -26.82 -24.50
H -13.14 -28.49 -23.95
H -11.68 -27.56 -23.66
C -16.55 -35.28 -17.27
O -16.79 -36.46 -16.47
C -15.93 -37.53 -16.48
O -14.90 -37.55 -17.18
O -16.31 -38.48 -15.59
C -15.72 -39.73 -15.70
H -17.33 -34.57 -16.96
H -16.77 -35.46 -18.32
H -15.52 -34.94 -17.16
H -14.82 -39.77 -15.09
H -15.40 -40.14 -16.66
H -16.35 -40.54 -15.31
C -14.30 -32.58 -22.37
O -14.65 -33.13 -21.10
C -14.04 -32.85 -19.91
O -14.34 -33.41 -18.85
O -12.99 -31.97 -20.03
C -12.30 -31.52 -18.90
H -13.61 -33.28 -22.81
H -13.86 -31.59 -22.24
H -15.20 -32.37 -22.95
H -13.04 -31.33 -18.12
H -11.69 -30.64 -19.09
H -11.72 -32.37 -18.53
C -20.07 -35.74 -18.51
O -20.77 -36.89 -18.09
C -21.99 -37.24 -18.54
O -22.67 -36.48 -19.27
O -22.31 -38.41 -18.00
C -23.52 -39.06 -18.40
H -20.83 -34.99 -18.73
H -19.62 -35.91 -19.49
H -19.31 -35.32 -17.85
H -24.40 -38.41 -18.49
H -23.85 -39.92 -17.82
H -23.37 -39.43 -19.42
C -15.96 -25.67 -24.64
O -16.65 -26.89 -24.90
C -17.64 -26.96 -25.85
O -17.98 -26.03 -26.56
O -18.10 -28.27 -25.80
C -19.15 -28.59 -26.67
H -16.48 -25.00 -23.95
H -15.76 -25.09 -25.54
H -15.03 -26.04 -24.21
H -19.60 -29.56 -26.44
H -18.86 -28.71 -27.71
H -19.86 -27.76 -26.58
C -22.29 -29.63 -24.09
O -21.19 -29.24 -23.31
C -20.77 -28.01 -23.40
O -21.27 -27.10 -24.10
O -19.69 -27.89 -22.59
C -19.09 -26.59 -22.41
H -22.55 -30.68 -24.09
H -22.20 -29.51 -25.17
H -23.13 -29.01 -23.75
H -18.73 -26.18 -23.36
H -18.38 -26.55 -21.59
H -19.92 -25.93 -22.16
```

Output
* HOMO: -10.4422 eV
* multiplicity: 1
* frontier orbital gap: 10.859 eV
* SMILES string: COC(=O)OC.COC(=O)OC.COC(=O)OC.COC(=O)OC.COC(=O)OC.COC(=O)OC.COC(=O)OC.COC(=O)OC.COC(=O)OC
* molar mass: 810.70 u

***

It is model 2 that is the most stable of them.

***

Model 1:
The following is a quantum chemistry calculation of the molecule CH5N3O2, from the Open Molecules 2025 dataset.

```
11
Properties=species:S:1:pos:R:3
C -1.14 -0.58 0.12
N -0.05 0.36 -0.04
N 0.69 0.56 1.19
N 0.60 0.19 -1.18
O 0.06 -0.34 -2.09
O 1.79 0.52 -1.14
H -1.37 -1.05 -0.85
H -0.93 -1.11 1.14
H -2.00 -0.06 0.35
H 0.83 1.52 1.44
H 1.51 -0.03 1.07
```

Output
* HOMO: -10.3107 eV
* multiplicity: 1
* frontier orbital gap: 11.110 eV
* SMILES string: CN(N)[N+](=O)[O-]
* molar mass: 91.07 u

***

Model 2:
The following is a quantum chemistry calculation of the molecule CH5N3O2, from the Open Molecules 2025 dataset.

```
11
Properties=species:S:1:pos:R:3
N -0.43 1.35 1.28
N -0.65 0.34 0.32
O -0.49 -1.01 0.74
C 0.61 -0.25 -0.39
N 0.26 -0.87 -1.59
O 1.69 0.21 -0.09
H 0.59 1.45 1.33
H -0.76 1.00 2.17
H -1.51 0.51 -0.20
H 1.07 -1.08 -2.14
H -0.37 -1.65 -1.42
```

Output
* HOMO: -9.6919 eV
* multiplicity: 1
* frontier orbital gap: 10.572 eV
* SMILES string: N[N@@H+]1O[C@]1(N)[O-]
* molar mass: 91.07 u

***

It is model 2 that is the most stable of them.

***

Model 1:
The following is a quantum chemistry calculation of the molecule C11H13ClO, from the Open Molecules 2025 dataset.

```
26
Properties=species:S:1:pos:R:3
C 2.06 -1.51 1.18
C 1.72 -0.55 0.30
C 2.63 -0.39 -0.93
C 3.15 0.82 -1.17
C 2.86 1.91 -0.26
C 1.77 1.86 0.54
C 0.86 0.68 0.54
C -0.46 0.92 0.38
Cl -0.93 2.55 0.58
C -1.52 -0.07 -0.03
C -1.69 -0.13 -1.62
C -2.81 0.27 0.52
O -0.96 -1.30 0.35
H 2.87 -2.07 0.85
H 1.74 -1.89 2.11
H 3.09 -1.29 -1.38
H 3.90 1.15 -1.88
H 3.35 2.95 -0.30
H 1.44 2.74 1.08
H -0.73 -0.31 -2.05
H -2.08 0.84 -2.03
H -2.49 -0.97 -1.83
H -2.92 0.03 1.64
H -2.98 1.41 0.59
H -3.66 -0.21 0.11
H -1.57 -2.02 -0.04
```

Output
* HOMO: -7.9315 eV
* multiplicity: 1
* frontier orbital gap: 8.227 eV
* SMILES string: C=c1cccc/c1=C(\Cl)C(C)(C)O
* molar mass: 196.68 u

***

Model 2:
The following is a quantum chemistry calculation of the molecule C11H13ClO, from the Open Molecules 2025 dataset.

```
26
Properties=species:S:1:pos:R:3
C 0.81 -3.04 1.67
C 0.00 -1.75 1.73
C 0.78 -0.54 2.24
O 0.14 0.61 1.72
C -0.71 0.26 0.64
C -0.46 1.11 -0.58
C 0.80 1.65 -0.83
C 1.03 2.39 -1.98
C 0.00 2.59 -2.89
C -1.25 2.06 -2.65
C -1.48 1.32 -1.50
C -0.43 -1.23 0.36
Cl -1.85 -2.06 -0.29
H 1.70 -2.91 1.07
H 0.20 -3.83 1.23
H 1.10 -3.35 2.67
H -0.89 -1.90 2.34
H 0.80 -0.46 3.33
H 1.82 -0.58 1.87
H -1.75 0.39 0.96
H 1.59 1.49 -0.11
H 2.00 2.81 -2.16
H 0.18 3.17 -3.78
H -2.05 2.22 -3.35
H -2.46 0.91 -1.31
H 0.37 -1.34 -0.38
```

Output
* HOMO: -9.1377 eV
* multiplicity: 1
* frontier orbital gap: 10.074 eV
* SMILES string: C[C@H]1CO[C@@H](c2ccccc2)[C@@H]1Cl
* molar mass: 196.68 u

***

It is model 2 that is the most stable of them.

***

Model 1:
The following is a quantum chemistry calculation of an isolated ion of composition C7H10NO4 and charge -1, from the Open Molecules 2025 dataset.

```
22
Properties=species:S:1:pos:R:3
C -2.45 0.15 0.85
C -1.22 -0.17 0.10
C -1.42 -0.12 -1.54
C -0.15 0.80 0.42
N 0.67 0.49 1.63
C 1.46 0.02 0.40
C 1.62 -1.49 0.18
O 2.48 -1.92 -0.65
O 0.93 -2.15 0.95
C 2.46 1.03 -0.05
O 2.34 2.22 0.13
O 3.47 0.64 -0.83
H -2.75 1.18 0.50
H -2.40 0.03 1.89
H -3.25 -0.47 0.52
H -0.84 -1.19 0.30
H -2.13 0.83 -1.74
H -1.88 -1.04 -1.91
H -0.42 -0.04 -2.08
H -0.08 1.80 -0.07
H 0.15 -0.31 1.95
H 3.42 -0.29 -0.98
```

Output
* HOMO: -5.0232 eV
* multiplicity: 1
* frontier orbital gap: 8.454 eV
* net charge: -1
* SMILES string: CC(C)[C@H]1N[C@]1(C(=O)[O-])C(=O)O
* molar mass: 172.16 u

***

Model 2:
The following is a quantum chemistry calculation of an isolated ion of composition C7H10NO4 and charge -1, from the Open Molecules 2025 dataset.

```
22
Properties=species:S:1:pos:R:3
C -1.65 -1.05 0.60
C -1.02 0.27 0.92
N -1.42 0.92 1.99
O -0.86 2.02 2.31
O -2.35 0.47 2.71
C 0.20 0.75 0.08
C -0.02 0.35 -1.39
C 1.45 0.03 0.64
C 0.61 2.27 0.06
O 1.79 2.61 -0.78
C 0.61 3.08 -1.12
O 0.11 3.75 -1.96
H -2.24 -1.03 -0.32
H -2.33 -1.28 1.42
H -0.91 -1.85 0.52
H -0.19 -0.72 -1.49
H 0.86 0.60 -1.99
H -0.88 0.88 -1.79
H 2.32 0.22 0.01
H 1.28 -1.04 0.69
H 1.65 0.39 1.64
H 0.60 2.73 1.05
```

Output
* HOMO: -3.2569 eV
* multiplicity: 1
* frontier orbital gap: 6.709 eV
* net charge: -1
* SMILES string: CC(=[N+]([O-])[O-])C(C)(C)[C@H]1OC1=O
* molar mass: 172.16 u

***

It is model 1 that is the most stable of them.

***

Model 1:
The following is a quantum chemistry calculation of an isolated ion of composition CH7N2Si and charge +1, from the Open Molecules 2025 dataset.

```
11
Properties=species:S:1:pos:R:3
N 2.12 0.00 0.03
C 0.91 -0.36 -0.43
N -0.18 -0.13 0.25
Si -1.99 -0.01 -0.04
H 2.98 -0.05 -0.52
H 2.01 0.52 0.87
H 0.70 -0.92 -1.34
H 0.10 0.53 1.18
H -1.88 0.35 -1.49
H -2.65 -1.08 0.52
H -2.13 1.16 0.95
```

Output
* HOMO: -15.5590 eV
* multiplicity: 1
* frontier orbital gap: 11.760 eV
* net charge: +1
* SMILES string: N/C=[NH+]/[SiH3]
* molar mass: 75.17 u

***

Model 2:
The following is a quantum chemistry calculation of a 2-piece molecular cluster, CH7N2Si overall, from the Open Molecules 2025 dataset.

```
11
Properties=species:S:1:pos:R:3
C -0.10 0.70 -1.23
N 0.26 1.88 -0.86
N -0.59 -0.67 0.80
Si 0.18 -2.05 1.21
H -1.14 0.64 -1.39
H -0.55 2.55 -0.66
H 1.27 2.20 -0.69
H 0.77 0.07 -1.54
H -0.20 -3.06 2.28
H 1.35 -2.10 0.50
H -1.46 -0.11 1.08
```

Output
* HOMO: -13.8363 eV
* multiplicity: 1
* frontier orbital gap: 9.585 eV
* net charge: +1
* molar mass: 75.17 u

***

It is model 1 that is the most stable of them.

***

Model 1:
The following is a quantum chemistry calculation of the molecule C2H5N3O3, from the Open Molecules 2025 dataset.

```
13
Properties=species:S:1:pos:R:3
O 0.42 -1.37 2.20
N -0.73 -0.67 2.53
C -0.93 0.07 1.49
N -0.21 -0.08 0.25
O -0.29 1.18 -0.53
C -0.37 1.14 -1.88
N 0.45 0.38 -2.58
O 1.31 -0.37 -1.72
H 0.60 -1.87 2.99
H -1.71 0.81 1.49
H 0.77 -0.05 0.53
H -1.06 1.77 -2.41
H 1.77 -0.94 -2.37
```

Output
* HOMO: -9.2838 eV
* multiplicity: 1
* frontier orbital gap: 10.078 eV
* SMILES string: O/N=C\NO/C=N\O
* molar mass: 119.08 u

***

Model 2:
The following is a quantum chemistry calculation of the molecule C2H5N3O3, from the Open Molecules 2025 dataset.

```
13
Properties=species:S:1:pos:R:3
H -1.42 0.51 1.76
N -1.23 0.09 0.88
C 0.00 -0.10 0.76
N 0.95 0.44 1.61
O 2.00 -0.48 1.57
O 0.52 -0.53 -0.43
N -0.54 -0.75 -1.35
C -0.58 0.35 -2.18
O 0.18 1.25 -2.06
H 0.60 0.52 2.57
H 2.24 -0.46 0.62
H -1.32 -1.10 -0.81
H -1.40 0.25 -2.94
```

Output
* HOMO: -9.6980 eV
* multiplicity: 1
* frontier orbital gap: 10.460 eV
* SMILES string: [H]/N=C(\NO)ONC=O
* molar mass: 119.08 u

***

It is model 2 that is the most stable of them.

***

Model 1:
The following is a quantum chemistry calculation of a 2-piece molecular cluster, C2H3INOS overall, from the Open Molecules 2025 dataset.

```
9
Properties=species:S:1:pos:R:3
C 1.49 0.78 0.03
C 2.35 1.65 -0.23
N 0.36 0.00 -0.30
O 3.27 2.40 -0.31
S 5.28 1.17 -0.10
I 4.36 -0.83 0.42
H 0.61 -0.52 -1.20
H -0.45 0.79 -0.43
H 0.24 -0.70 0.48
```

Output
* HOMO (spin up / spin down): -13.0252 / -13.0276 eV
* multiplicity: 1
* frontier orbital gap (spin up / spin down): 6.307 / 6.298 eV
* net charge: +1
* molar mass: 216.02 u

***

Model 2:
The following is a quantum chemistry calculation of a 2-piece molecular cluster, C2H3INOS overall, from the Open Molecules 2025 dataset.

```
9
Properties=species:S:1:pos:R:3
C -1.21 -0.61 1.50
C -1.47 -0.19 0.36
N -0.94 -0.98 2.69
O -0.95 -0.38 -2.08
S -1.65 0.45 -1.15
I 3.56 2.05 -4.56
H -1.59 -0.59 3.42
H 0.08 -1.11 2.98
H 4.16 1.36 -3.16
```

Output
* HOMO: -11.9555 eV
* multiplicity: 1
* frontier orbital gap: 4.250 eV
* net charge: +1
* molar mass: 216.02 u

***

It is model 2 that is the most stable of them.

***

Model 1:
The following is a quantum chemistry calculation of a 2-piece molecular cluster, C4H5N3O2 overall, from the Open Molecules 2025 dataset.

```
14
Properties=species:S:1:pos:R:3
C 1.25 1.67 0.38
C 0.05 0.88 0.27
N -0.79 -0.36 1.29
N -1.69 -0.69 0.54
C -1.72 -0.23 -0.66
N -0.62 0.70 -0.84
H 1.41 2.31 -0.42
H 2.05 1.10 0.37
H 1.16 2.33 1.30
H -2.54 -0.47 -1.39
H -0.69 1.04 -1.76
O 0.97 -2.14 -0.63
C 0.70 -2.77 0.30
O 0.46 -3.39 1.24
```

Output
* HOMO: -8.1184 eV
* multiplicity: 1
* frontier orbital gap: 8.731 eV
* SMILES string: Cc1nnc[nH]1.O=C=O
* molar mass: 127.10 u

***

Model 2:
The following is a quantum chemistry calculation of the molecule C4H5N3O2, from the Open Molecules 2025 dataset.

```
14
Properties=species:S:1:pos:R:3
C 0.73 0.12 -1.80
C 0.00 0.46 -0.58
C 0.98 -0.82 1.38
C -0.40 -0.32 1.75
N 0.00 0.33 -2.87
N -1.22 0.85 -1.03
N 0.37 0.26 0.70
O -2.18 1.32 -0.46
O -1.12 0.87 -2.46
H 1.81 -0.11 -1.66
H 1.93 -0.40 2.04
H 1.01 -1.82 0.86
H -1.14 -0.96 1.47
H -0.78 0.22 2.65
```

Output
* HOMO (spin up / spin down): -8.3889 / -8.3898 eV
* multiplicity: 1
* frontier orbital gap (spin up / spin down): 8.992 / 8.993 eV
* molar mass: 127.10 u

***

It is model 1 that is the most stable of them.

***

Model 1:
The following is a quantum chemistry calculation of C4H6O2Pm as an isolated structure, from the Open Molecules 2025 dataset.

```
13
Properties=species:S:1:pos:R:3
H -3.21 -1.24 -1.20
O -3.44 0.86 -1.51
C -3.02 -0.10 -0.90
C -1.67 -0.45 -0.60
C -1.21 -1.47 0.37
C -2.14 -1.69 1.58
O -1.46 -2.17 2.68
Pm 0.05 -1.87 4.50
H -0.92 0.26 -0.99
H -0.19 -1.23 0.72
H -1.14 -2.43 -0.16
H -2.93 -2.40 1.27
H -2.64 -0.73 1.81
```

Output
* HOMO (spin up / spin down): -16.1546 / -16.8745 eV
* multiplicity: 6
* frontier orbital gap (spin up / spin down): 5.469 / 6.192 eV
* expectation value of S²: 8.76
* net charge: +2
* molar mass: 231.09 u

***

Model 2:
The following is a quantum chemistry calculation of C4H6O2Pm as an isolated structure, from the Open Molecules 2025 dataset.

```
13
Properties=species:S:1:pos:R:3
C -0.35 -1.39 0.31
O -0.52 -2.69 0.00
H 0.54 -1.23 0.91
H 0.11 -2.97 -0.67
C -1.26 -0.39 0.12
C -0.82 1.05 0.29
H -2.21 -0.59 -0.39
H -0.73 1.32 1.35
H -1.53 1.73 -0.22
C 0.51 1.18 -0.37
O 1.57 1.16 0.24
Pm 4.17 1.61 -0.10
H 0.52 1.21 -1.48
```

Output
* HOMO (spin up / spin down): -15.2868 / -15.2877 eV
* multiplicity: 6
* frontier orbital gap (spin up / spin down): 5.339 / 5.501 eV
* expectation value of S²: 8.75
* net charge: +2
* molar mass: 231.09 u

***

It is model 2 that is the most stable of them.